1.
C19H36NO2P3Pt | ωB97M-V/def2-TZVPD

Structure (XYZ):
```
62
Properties=species:S:1:pos:R:3:mulliken_charge:R:1
P -0.67 -1.51 3.32 1.004
C 0.06 -2.99 4.06 -1.018
H 0.39 -2.76 5.09 0.442
H 0.94 -3.29 3.47 0.270
H -0.65 -3.84 4.10 0.401
C 0.36 -0.07 3.71 -1.031
H -0.09 0.85 3.31 0.247
H 1.36 -0.23 3.27 0.253
H 0.44 0.01 4.81 0.523
C -2.32 -1.06 3.90 -1.035
H -2.32 -0.87 4.99 0.419
H -3.04 -1.87 3.70 0.426
H -2.65 -0.14 3.39 0.241
P -3.02 -1.21 -3.32 0.575
C -2.28 -2.86 -3.07 -0.854
H -2.47 -3.44 -3.98 0.400
H -2.71 -3.36 -2.19 0.336
H -1.21 -2.85 -2.81 0.265
C -4.84 -0.89 -3.25 -0.916
H -4.99 0.21 -3.26 0.336
H -5.28 -1.22 -2.29 0.348
H -5.36 -1.33 -4.12 0.379
C -2.37 -0.21 -4.73 -0.905
H -2.64 -0.69 -5.69 0.389
H -1.28 -0.01 -4.65 0.304
H -2.84 0.79 -4.65 0.331
P 3.53 0.75 -1.05 1.078
C 5.06 -0.22 -1.25 -1.038
H 5.94 0.34 -0.88 0.437
H 5.25 -0.50 -2.30 0.402
H 5.00 -1.16 -0.67 0.333
C 3.44 2.32 -1.95 -1.000
H 4.37 2.90 -1.82 0.409
H 2.59 2.92 -1.60 0.230
H 3.31 2.13 -3.03 0.449
C 3.33 1.25 0.69 -0.780
H 4.29 1.62 1.08 0.469
H 3.01 0.37 1.29 0.111
H 2.57 2.04 0.78 0.328
Pt -1.87 2.69 -0.40 1.303
C -0.78 -1.58 1.48 0.094
O -0.77 -1.51 0.32 -0.240
C 1.98 -0.15 -1.50 0.048
O 0.86 -0.53 -1.57 -0.308
C -0.84 4.39 -0.53 -0.833
C -0.04 3.32 0.05 0.585
C -0.55 2.47 1.08 0.342
C -1.86 2.82 1.62 0.012
C -2.68 3.86 1.03 -0.979
C -2.17 4.69 -0.03 -0.515
H -0.52 4.94 -1.39 0.468
H 0.93 3.05 -0.39 -0.547
H -0.01 1.57 1.41 -0.173
H -2.29 2.22 2.39 0.365
H -3.71 4.03 1.32 0.435
H -2.82 5.39 -0.52 0.455
C 2.53 -4.05 0.36 -1.115
C 2.39 -2.71 0.89 0.359
N 2.27 -1.64 1.32 -0.371
H 2.62 -4.01 -0.74 0.345
H 1.66 -4.66 0.62 0.353
H 3.43 -4.53 0.76 0.362
```

Its expectation value of S² is 6.0101. For the total energy, the calculation gives -2092.3430 Ha. For the HOMO energy (alpha / beta), the calculation gives -17.89 / -19.51 eV. The relative energy (zero: lowest compared OMol25 entry of this formula, charge and spin) is 68.2 kcal/mol. Its spin multiplicity is 5. Its net charge is +4. The calculation puts the LUMO energy (alpha / beta) at -11.61 / -12.88 eV. The gap between HOMO and LUMO (alpha / beta) is 6.3 / 6.6 eV.

=====

2.
C19H36NO2P3Ru | ωB97M-V/def2-TZVPD

Structure (XYZ):
```
62
Properties=species:S:1:pos:R:3:mulliken_charge:R:1
P -1.50 1.95 -1.76 0.894
C -2.95 1.26 -2.65 -1.153
H -3.42 2.05 -3.25 0.547
H -3.64 0.84 -1.91 0.353
H -2.59 0.44 -3.29 0.376
C -2.10 3.47 -0.96 -1.371
H -1.27 4.17 -0.81 0.449
H -2.51 3.19 0.02 0.356
H -2.89 3.91 -1.58 0.507
C -0.58 2.61 -3.21 -1.219
H -1.06 3.53 -3.55 0.496
H -0.60 1.86 -4.01 0.403
H 0.47 2.80 -2.94 0.353
P 2.64 -1.58 -0.80 1.034
C 1.80 -2.98 -1.57 -1.064
H 2.56 -3.71 -1.89 0.479
H 1.21 -2.63 -2.43 0.390
H 1.12 -3.44 -0.84 0.295
C 3.88 -1.01 -2.03 -1.342
H 4.61 -0.35 -1.56 0.405
H 3.38 -0.46 -2.83 0.353
H 4.39 -1.89 -2.45 0.518
C 3.69 -2.29 0.51 -1.276
H 4.59 -2.71 0.05 0.453
H 3.14 -3.08 1.02 0.375
H 3.97 -1.52 1.24 0.353
P -1.20 -0.72 2.73 0.815
C -2.45 -1.99 2.92 -1.101
H -2.87 -1.90 3.93 0.493
H -1.99 -2.98 2.80 0.472
H -3.24 -1.85 2.18 0.365
C -0.14 -0.71 4.17 -1.289
H -0.77 -1.02 5.02 0.492
H 0.26 0.29 4.37 0.419
H 0.68 -1.42 4.04 0.479
C -1.98 0.85 2.48 -0.984
H -2.60 1.07 3.37 0.548
H -2.62 0.78 1.59 0.192
H -1.26 1.66 2.35 0.319
Ru 1.22 0.45 0.20 -0.117
C 0.27 -0.11 -1.35 0.301
O -0.23 -0.64 -2.29 -0.308
C -0.07 -1.08 1.23 0.548
O -0.15 -2.24 0.86 -0.171
C 2.56 0.98 1.76 -0.922
C 1.37 1.69 1.99 -0.641
C 0.85 2.52 0.99 -1.089
C 1.45 2.55 -0.27 -0.329
C 2.65 1.85 -0.49 -0.926
C 3.24 1.13 0.54 -0.839
H 2.93 0.29 2.51 0.619
H 0.85 1.57 2.93 1.234
H -0.06 3.10 1.17 0.605
H 1.02 3.12 -1.08 1.203
H 3.12 1.92 -1.47 0.672
H 4.18 0.61 0.38 0.958
C -3.73 -2.76 -1.25 -1.161
C -3.23 -1.58 -0.57 0.439
N -2.83 -0.63 -0.04 -0.333
H -4.66 -2.53 -1.80 0.386
H -3.95 -3.56 -0.53 0.381
H -2.97 -3.13 -1.95 0.306
```

Its expectation value of S² is 6.0204. For the total energy, the calculation gives -2068.0584 Ha. For the HOMO energy (alpha / beta), the calculation gives -19.02 / -22.49 eV. Its spin multiplicity is 5. Its net charge is +4. The calculation puts the LUMO energy (alpha / beta) at -13.31 / -16.04 eV. The gap between HOMO and LUMO (alpha / beta) is 5.7 / 6.5 eV.

=====

3.
C19H37BrIN5SSiSn | ωB97M-V/def2-TZVPD

Structure (XYZ):
```
66
Properties=species:S:1:pos:R:3:mulliken_charge:R:1
Sn -0.68 -0.59 -0.90 0.503
N -1.74 -0.72 3.21 -0.409
N -1.40 -1.90 3.88 -0.114
C -0.55 -2.78 3.27 0.426
N -0.38 -3.95 3.91 -0.474
S 0.24 -2.43 1.85 -0.450
H -1.05 -0.60 2.47 0.080
H -1.67 0.04 3.88 0.244
H -2.07 -2.20 4.61 0.258
H -1.16 -4.33 4.48 0.210
H 0.13 -4.65 3.39 0.261
N -0.02 0.58 -2.90 -0.363
C -0.94 1.56 -3.49 -0.536
C -1.48 2.48 -2.39 -0.557
N -1.99 1.63 -1.29 -0.354
H 0.84 1.02 -2.51 0.259
H 0.30 -0.09 -3.62 -0.005
H -1.74 0.99 -4.02 0.346
H -0.39 2.17 -4.23 0.333
H -2.28 3.12 -2.78 0.375
H -0.68 3.16 -2.00 0.302
H -2.98 1.41 -1.42 0.215
H -1.87 2.11 -0.38 -0.026
C -0.44 -4.94 -3.66 -1.039
Si 0.01 -3.14 -3.39 0.468
C 1.87 -3.05 -3.09 -0.730
C -0.41 -2.10 -4.92 -1.143
C -1.05 -2.50 -1.95 -0.804
H 0.07 -5.37 -4.56 0.289
H -1.54 -5.12 -3.75 0.277
H -0.06 -5.54 -2.78 0.250
H 2.46 -3.19 -4.02 0.352
H 2.19 -3.82 -2.36 0.283
H 2.17 -2.05 -2.67 0.026
H -0.75 -2.74 -5.74 0.407
H 0.45 -1.53 -5.29 0.365
H -1.24 -1.39 -4.72 0.201
H -1.03 -3.23 -1.12 0.274
H -2.10 -2.47 -2.28 0.284
C 3.78 2.08 0.23 -1.492
C 3.82 0.55 0.06 1.806
C 4.19 -0.14 1.37 -1.482
C 4.75 0.14 -1.08 -1.538
C 2.45 0.18 -0.28 -0.410
C 1.25 0.05 -0.39 -0.219
H 4.75 2.53 0.51 0.403
H 3.03 2.34 0.98 0.288
H 3.46 2.59 -0.69 0.326
H 5.16 0.20 1.78 0.377
H 4.25 -1.26 1.23 0.324
H 3.45 0.05 2.15 0.334
H 5.77 0.52 -0.93 0.377
H 4.43 0.55 -2.05 0.319
H 4.80 -0.97 -1.18 0.324
Br -0.17 5.31 4.40 -0.186
C -1.88 4.48 4.34 0.050
C -2.89 5.02 5.13 -0.463
C -4.14 4.41 5.14 -0.372
C -4.41 3.30 4.38 -0.678
C -3.42 2.79 3.55 -0.231
C -2.16 3.38 3.52 0.104
I -0.73 2.62 2.18 0.266
H -2.68 5.88 5.77 0.357
H -4.90 4.80 5.82 0.318
H -5.40 2.84 4.45 0.355
H -3.61 1.93 2.92 0.458
```

For the total energy, the calculation gives -4793.5266 Ha. For the HOMO energy, the calculation gives -5.02 eV. The relative energy (zero: lowest compared OMol25 entry of this formula, charge and spin) is 0.0 kcal/mol. Its net charge is 0. The calculation puts the LUMO energy at 0.41 eV. The gap between HOMO and LUMO is 5.4 eV.

=====

4.
C19H37N2PSn | ωB97M-V/def2-TZVPD

Structure (XYZ):
```
60
Properties=species:S:1:pos:R:3:mulliken_charge:R:1
C 3.60 2.03 0.50 -0.589
C 3.13 2.75 -0.57 -0.654
C 2.88 1.91 -1.68 -0.800
C 3.19 0.58 -1.27 -0.420
C 3.57 0.59 0.14 -0.762
Sn 1.94 0.69 1.90 0.443
N 2.97 -0.46 3.37 -0.715
C 1.04 2.67 2.03 -0.556
C 0.62 3.71 1.29 -0.889
H 2.74 2.21 -2.68 0.538
H 3.18 3.89 -0.67 0.277
H 3.30 -0.20 -1.95 0.789
H 4.06 -0.17 0.67 0.662
H 4.20 2.40 1.34 0.601
H 1.28 4.50 0.88 0.335
H 0.29 2.08 2.58 0.157
H 3.72 0.24 3.63 0.080
H -0.42 3.70 0.91 0.292
H 1.95 2.83 2.60 0.381
C -2.75 0.05 -1.84 -3.207
C -1.28 0.40 -1.56 4.776
C -0.45 0.13 -2.82 -2.460
C -1.18 1.90 -1.29 -1.845
P -0.55 -0.51 -0.09 -2.247
N 0.57 0.43 0.47 0.356
C -1.76 -0.61 1.35 4.395
C -2.93 -1.57 1.11 -3.272
C -1.04 -1.07 2.62 -1.627
C -2.32 0.80 1.59 -2.118
C -0.17 -2.29 -0.66 4.974
C 0.08 -3.20 0.55 -2.597
C -1.31 -2.94 -1.50 -3.175
C 1.12 -2.31 -1.48 -1.921
H -3.01 0.61 -2.74 0.817
H -3.43 0.36 -1.04 0.293
H -2.91 -1.01 -2.06 0.005
H -0.78 0.86 -3.58 0.689
H 0.62 0.31 -2.64 -0.054
H -0.60 -0.86 -3.24 0.363
H -1.88 2.24 -0.51 0.158
H -0.16 2.16 -0.98 0.156
H -1.41 2.44 -2.22 0.548
H -2.64 -2.62 1.08 0.357
H -3.59 -1.43 1.98 0.871
H -3.51 -1.33 0.21 -0.086
H -0.08 -0.54 2.80 -0.051
H -1.69 -0.83 3.47 0.581
H -0.82 -2.14 2.63 0.163
H -1.52 1.54 1.70 -0.092
H -3.02 1.13 0.81 0.195
H -2.87 0.76 2.54 0.794
H -0.83 -3.43 1.12 0.280
H 0.46 -4.16 0.17 0.724
H 0.84 -2.79 1.23 0.191
H -1.45 -2.50 -2.49 0.368
H -1.02 -3.98 -1.66 0.919
H -2.28 -2.95 -0.99 -0.246
H 1.00 -1.92 -2.49 0.185
H 1.92 -1.76 -0.98 0.124
H 1.42 -3.36 -1.58 0.546
```

For the total energy, the calculation gives -1411.0089 Ha. For the HOMO energy (alpha / beta), the calculation gives 2.78 / -0.01 eV. The relative energy (zero: lowest compared OMol25 entry of this formula, charge and spin) is 0.0 kcal/mol. Its net charge is -2. The calculation puts the LUMO energy (alpha / beta) at 4.89 / 4.96 eV. The gap between HOMO and LUMO (alpha / beta) is 2.1 / 5.0 eV.